{
  "formula": "C60H151N9O20",
  "method": "ωB97M-V/def2-TZVPD",
  "charge": 1,
  "gap_ev": [6.34, 1.36],
  "spin_multiplicity": 2,
  "lumo_ev": [-2.684, -7.668],
  "elements": ["C", "O", "C", "C", "N", "C", "C", "O", "C", "H", "H", "H", "H", "H", "H", "H", "H", "H", "H", "H", "H", "H", "H", "H", "C", "O", "C", "C", "N", "C", "C", "O", "C", "H", "H", "H", "H", "H", "H", "H", "H", "H", "H", "H", "H", "H", "H", "H", "C", "O", "C", "C", "N", "C", "C", "O", "C", "H", "H", "H", "H", "H", "H", "H", "H", "H", "H", "H", "H", "H", "H", "H", "C", "O", "C", "C", "N", "C", "C", "O", "C", "H", "H", "H", "H", "H", "H", "H", "H", "H", "H", "H", "H", "H", "H", "H", "C", "O", "C", "C", "N", "C", "C", "O", "C", "H", "H", "H", "H", "H", "H", "H", "H", "H", "H", "H", "H", "H", "H", "H", "C", "O", "C", "C", "N", "C", "C", "O", "C", "H", "H", "H", "H", "H", "H", "H", "H", "H", "H", "H", "H", "H", "H", "H", "C", "O", "C", "C", "N", "C", "C", "O", "C", "H", "H", "H", "H", "H", "H", "H", "H", "H", "H", "H", "H", "H", "H", "H", "C", "O", "C", "C", "N", "C", "C", "O", "C", "H", "H", "H", "H", "H", "H", "H", "H", "H", "H", "H", "H", "H", "H", "H", "C", "O", "C", "C", "N", "C", "C", "O", "C", "H", "H", "H", "H", "H", "H", "H", "H", "H", "H", "H", "H", "H", "H", "H", "C", "C", "C", "O", "H", "H", "H", "H", "H", "H", "H", "H", "C", "C", "C", "O", "H", "H", "H", "H", "H", "H", "H", "H"],
  "coordinates": [[0.40523, 3.55452, -2.20373], [0.93671, 3.80917, -3.43520], [1.83499, 2.82924, -3.90128], [2.46797, 3.46861, -5.15397], [3.33895, 4.59253, -4.78088], [3.70695, 5.39538, -5.89661], [4.56530, 6.61609, -5.49694], [4.68714, 7.46292, -6.62467], [5.64608, 8.53898, -6.51823], [0.62089, 4.29947, -1.43780], [0.43358, 2.57040, -1.73597], [-0.68063, 3.60127, -2.28629], [1.32453, 1.93485, -4.25849], [2.48040, 2.60176, -3.05287], [1.54284, 3.73074, -5.66732], [3.09876, 2.77121, -5.70520], [4.07158, 4.54425, -4.08732], [2.81684, 5.80246, -6.37628], [4.18300, 4.77783, -6.65826], [5.50556, 6.26334, -5.07318], [4.05373, 7.30919, -4.82911], [5.84808, 9.02275, -7.47387], [6.60987, 8.04977, -6.37722], [5.54605, 9.22073, -5.67365], [-1.82107, -3.59854, 3.26024], [-1.20523, -4.87206, 3.05928], [-0.64299, -5.26463, 4.39565], [-0.24511, -6.74068, 4.48698], [0.85957, -6.94522, 3.46428], [1.45450, -8.27196, 3.29578], [2.29343, -8.75093, 4.50496], [3.03093, -9.93382, 4.18305], [2.34915, -11.05490, 3.65376], [-2.48332, -3.63401, 4.12526], [-2.43168, -3.62931, 2.35785], [-1.07663, -2.80776, 3.35286], [-1.39388, -5.07730, 5.16322], [0.17510, -4.68660, 4.82545], [-1.06310, -7.45457, 4.58372], [0.16256, -7.10440, 5.43018], [0.71291, -6.29368, 2.70659], [2.14937, -8.25458, 2.45616], [0.66430, -8.96471, 3.00634], [1.71504, -8.79897, 5.42760], [3.09655, -8.03538, 4.68126], [2.19751, -11.04411, 2.57442], [1.35271, -10.99062, 4.09090], [2.82462, -11.95727, 4.03815], [-2.57138, -4.74130, -2.96061], [-2.93715, -5.05752, -1.64316], [-1.87499, -5.22589, -0.69085], [-2.42063, -6.21880, 0.33041], [-2.95720, -7.35450, -0.30510], [-2.01854, -8.33070, -0.92424], [-2.75764, -9.29636, -1.90780], [-3.43127, -8.53619, -2.93751], [-4.44230, -9.29120, -3.66123], [-1.65670, -4.16608, -3.10405], [-3.37363, -4.27367, -3.53143], [-2.36286, -5.64012, -3.54092], [-1.72208, -4.22010, -0.29957], [-0.96531, -5.68953, -1.07245], [-3.11773, -5.52119, 0.79463], [-1.67964, -6.35125, 1.11875], [-3.52540, -7.01259, -1.06690], [-1.38774, -8.90346, -0.24443], [-1.31658, -7.82591, -1.58796], [-3.42964, -9.83500, -1.23968], [-2.18302, -10.00737, -2.50142], [-4.05350, -10.26808, -3.94870], [-4.70234, -8.72591, -4.55617], [-5.38985, -9.50696, -3.16756], [8.83984, 2.99141, -2.81730], [8.00452, 2.78126, -1.69341], [7.79964, 1.43021, -1.30593], [7.29030, 1.37622, 0.13970], [6.10821, 0.60577, 0.21562], [5.70803, 0.61443, 1.63002], [4.23074, 0.52208, 1.80903], [3.50425, 1.50398, 0.97092], [2.10697, 1.33529, 0.98906], [9.02894, 4.06444, -2.84819], [8.24725, 2.86655, -3.72359], [9.76506, 2.42130, -2.73331], [8.79779, 1.00124, -1.21771], [7.26631, 0.76064, -1.98072], [6.90943, 2.34098, 0.47476], [7.99196, 1.06730, 0.91451], [5.37682, 1.04292, -0.32666], [5.99245, 1.56331, 2.08482], [6.21662, -0.15113, 2.21598], [3.94889, 0.50924, 2.86188], [3.95703, -0.39018, 1.27897], [1.64658, 1.55055, 1.95333], [1.77192, 0.31813, 0.78603], [1.66057, 2.07988, 0.32996], [0.74134, -0.77119, 4.27073], [1.82020, 0.11469, 4.81212], [1.72404, 0.47845, 6.07881], [3.04518, 1.28744, 6.31635], [3.04941, 2.45338, 5.38878], [4.07303, 3.44160, 5.59652], [4.02888, 4.51974, 4.43620], [4.95970, 4.16486, 3.43863], [4.59527, 4.75544, 2.28419], [-0.20927, -0.23994, 4.31790], [0.55875, -1.69995, 4.81125], [1.03634, -0.84815, 3.22423], [1.65136, -0.30764, 6.83039], [0.88708, 1.16600, 6.20082], [3.98423, 0.73470, 6.34432], [3.00253, 1.70772, 7.32116], [3.02155, 2.00370, 4.48484], [5.07939, 3.05393, 5.75479], [3.96728, 4.01194, 6.51936], [4.48725, 5.41252, 4.86158], [3.00444, 4.63519, 4.08224], [3.80128, 4.30301, 1.69005], [5.47460, 4.40476, 1.74392], [4.81160, 5.80291, 2.07419], [-5.32179, -2.36531, -5.69736], [-4.55102, -1.18248, -5.49684], [-3.08550, -1.38371, -5.73055], [-2.25626, -0.29448, -5.14645], [-2.12899, 0.86207, -6.01939], [-1.55035, 2.02231, -5.27374], [-1.53664, 3.23079, -6.14346], [-2.73734, 3.55733, -6.69895], [-2.92274, 4.98822, -6.85258], [-6.08040, -2.21642, -6.46575], [-5.83683, -2.68101, -4.79007], [-4.66161, -3.18467, -5.98180], [-2.77353, -1.42208, -6.77425], [-2.80882, -2.33777, -5.28189], [-1.24496, -0.69917, -5.10644], [-2.52644, 0.03829, -4.14427], [-3.02919, 1.20760, -6.31995], [-0.55509, 1.90966, -4.84380], [-2.20105, 2.23023, -4.42435], [-0.72601, 3.29804, -6.86902], [-1.20418, 4.04243, -5.49631], [-2.12316, 5.45007, -7.43178], [-2.97652, 5.43087, -5.85796], [-3.88747, 5.32793, -7.22942], [1.67371, -4.21531, -0.00615], [2.36377, -3.46967, -0.97910], [2.86679, -2.23748, -0.46478], [3.54131, -1.55280, -1.63888], [2.56799, -0.97855, -2.66671], [3.10746, -0.83006, -4.01504], [4.42627, -0.12143, -4.14281], [4.39736, 0.64615, -5.28055], [5.46799, 1.57880, -5.43037], [1.06793, -3.56918, 0.62917], [2.33018, -4.89270, 0.54001], [1.02108, -4.90871, -0.53660], [3.50852, -2.42173, 0.39680], [2.03320, -1.64271, -0.09132], [4.05100, -2.39440, -2.10795], [4.29116, -0.85911, -1.25858], [1.77436, -1.59993, -2.73096], [2.56844, -0.27147, -4.78023], [3.10139, -1.86196, -4.36611], [5.29460, -0.77696, -4.20903], [4.63659, 0.39917, -3.20855], [5.62420, 1.92330, -6.45263], [6.43430, 1.19525, -5.10288], [5.40112, 2.36190, -4.67514], [-5.63625, -2.91746, 1.76177], [-6.74517, -2.13182, 2.26448], [-6.46658, -0.67547, 2.07256], [-7.10275, 0.05901, 3.29934], [-6.29996, -0.17200, 4.52122], [-6.88239, 0.50604, 5.67795], [-5.99413, 0.69201, 6.96264], [-5.81932, -0.60033, 7.60671], [-5.33706, -0.60208, 8.97016], [-5.21629, -2.45136, 0.87042], [-6.08875, -3.85722, 1.44523], [-4.84291, -3.16327, 2.46766], [-6.86015, -0.42155, 1.08833], [-5.37902, -0.60378, 2.05981], [-8.18202, -0.09007, 3.26691], [-7.07646, 1.05161, 2.84971], [-6.16038, -1.17223, 4.53378], [-7.79820, -0.05769, 5.85573], [-7.07836, 1.53590, 5.37948], [-6.51733, 1.42442, 7.57741], [-5.00632, 1.00669, 6.62603], [-5.88062, -0.04911, 9.73624], [-4.34757, -0.15857, 8.85927], [-5.16365, -1.60932, 9.34897], [-2.89263, 2.20135, 3.06773], [-2.24804, 3.45123, 2.97551], [-0.80669, 3.34409, 2.88153], [-0.08050, 4.74467, 2.93598], [-0.39847, 5.61299, 1.80028], [0.32972, 6.88373, 1.72116], [-0.20483, 8.14289, 2.59571], [-1.58087, 8.13052, 2.93591], [-2.02423, 9.42306, 3.37860], [-3.88477, 2.15074, 3.51627], [-2.38214, 1.44877, 3.66867], [-3.12614, 1.79530, 2.08352], [-0.58476, 2.75857, 1.98933], [-0.49964, 2.75648, 3.74671], [1.00742, 4.68084, 2.95767], [-0.34308, 5.17456, 3.90259], [-1.39446, 5.71537, 1.66749], [0.12641, 7.30216, 0.73542], [1.41137, 6.79970, 1.61593], [-0.10757, 8.98369, 1.90891], [0.44774, 8.45713, 3.41027], [-1.47121, 9.80254, 4.23783], [-3.07043, 9.33440, 3.67136], [-2.05065, 10.09441, 2.52030], [-5.01149, 2.87881, -2.75530], [-5.27076, 1.69783, -1.79513], [-5.07462, 0.25262, -2.32508], [-4.42900, 1.79247, -0.64523], [-3.97228, 2.99157, -3.06423], [-5.42604, 3.79567, -2.33623], [-5.64093, 2.63341, -3.61068], [-6.30137, 1.75745, -1.44530], [-5.49420, 0.11271, -3.32131], [-5.46972, -0.46048, -1.60156], [-4.09225, -0.11884, -2.61677], [-4.65403, 2.66045, -0.30235], [-0.57368, -0.89092, -1.02660], [-1.64156, -0.32597, -0.28394], [-1.59616, -0.62561, 1.23041], [-1.68854, 1.05024, -0.64882], [-0.98600, -1.19539, -1.98857], [-0.32443, -1.81113, -0.49822], [0.27662, -0.23458, -1.21184], [-2.54934, -0.77602, -0.68580], [-2.59921, -0.29384, 1.49861], [-0.79953, 0.03128, 1.57964], [-1.38880, -1.67180, 1.45536], [-2.61655, 1.29565, -0.63528]],
  "atomic_forces_ev_per_a": [[-2.54, 0.10, 1.69], [0.35, -0.22, -0.88], [0.56, 0.73, -0.57], [1.42, -0.41, 2.31], [-1.37, 0.92, -0.03], [0.05, 1.08, -0.20], [-0.83, 0.46, -0.45], [0.80, 0.83, -1.25], [1.00, -1.97, 0.07], [0.62, 0.16, -0.05], [1.11, -0.47, -0.43], [-0.46, 0.37, -0.17], [-0.12, -0.35, 0.35], [0.58, -0.38, -0.30], [0.52, 0.74, -0.64], [-0.61, -0.52, -0.34], [-0.36, -0.91, 0.01], [-0.22, 0.00, -0.02], [0.61, 0.15, -0.43], [0.44, 0.24, -0.04], [-0.19, -0.85, 1.09], [-1.07, 0.21, 0.00], [0.40, -0.09, 0.44], [-0.67, 0.13, -0.10], [-0.58, -0.90, -0.98], [2.30, -1.35, 3.60], [-1.12, -0.40, 0.02], [1.75, 0.71, -0.78], [-2.94, -2.31, 1.60], [0.87, 1.01, -0.67], [1.01, -0.69, -0.29], [0.13, 1.28, -0.08], [-1.40, 0.40, 1.07], [-0.01, 0.15, 0.08], [-0.09, 1.31, 0.05], [-0.22, 0.12, -0.23], [-0.49, -0.26, -0.15], [0.48, 0.55, -1.04], [-0.43, -0.37, -1.77], [0.74, 0.99, 0.58], [0.66, 0.39, -0.65], [-0.08, 0.26, -0.12], [-0.39, -0.10, 0.33], [-0.28, -0.54, 0.03], [-0.19, 0.24, -0.02], [0.57, 0.01, -0.15], [-0.38, -0.64, 0.02], [0.11, 0.13, -0.38], [0.48, -0.67, -1.21], [0.33, 0.11, 0.14], [-0.27, -0.10, -0.77], [0.74, 2.58, 0.14], [-0.31, -2.42, -0.02], [0.05, 0.62, -1.87], [-0.86, 0.74, 0.31], [-1.11, -0.37, 0.62], [0.76, 0.18, -0.02], [0.01, 0.52, 0.62], [-0.24, 0.31, 0.61], [0.00, -0.53, 0.11], [0.68, -0.07, 0.41], [0.12, 0.50, -0.84], [-1.18, -0.99, 0.49], [0.16, -0.67, -0.11], [-0.31, -0.07, -0.11], [-0.43, -0.05, 0.45], [0.43, 0.40, -0.02], [-0.63, -0.26, -0.40], [0.81, -0.12, 0.76], [0.27, -0.04, -0.19], [0.31, 0.05, 0.05], [0.14, 0.39, 0.79], [-0.98, 0.70, 0.31], [-0.67, -0.14, 0.15], [2.20, 0.26, 1.23], [-0.65, 1.50, -0.85], [-1.18, -2.31, 1.30], [-0.29, 1.17, -0.29], [-1.27, -0.49, -2.07], [1.03, -0.23, 1.24], [-0.27, 0.37, 0.59], [0.43, -0.01, 0.35], [0.33, -0.83, -0.38], [-0.02, -0.10, -0.37], [0.35, -0.38, -0.43], [-0.59, 0.45, -0.23], [1.03, 1.00, -0.27], [0.34, -0.29, -0.45], [-0.13, 0.20, 0.00], [0.30, 0.39, 0.17], [-0.07, -0.28, -0.15], [-0.30, 0.21, -0.04], [-0.34, -0.72, 0.68], [0.28, 0.19, 0.61], [0.18, -0.18, -0.62], [0.14, -0.34, -0.40], [1.07, 2.28, 0.35], [-1.39, -3.63, -4.24], [1.58, 2.19, 2.79], [-1.13, 1.71, 0.87], [-0.65, -1.68, 0.94], [0.01, 1.27, -1.04], [1.69, -1.30, 2.64], [-1.60, -0.67, 2.17], [2.99, -0.68, -4.20], [-0.10, 0.30, -0.05], [0.76, -0.21, 0.08], [-0.19, -0.57, 0.13], [-0.05, -0.53, -0.04], [-0.23, 0.23, 0.40], [-0.03, -0.63, -0.60], [-0.22, 0.07, 0.26], [0.43, 0.70, -0.54], [0.44, -0.30, -0.70], [-0.92, -0.17, 0.26], [-0.83, 0.59, 0.18], [0.08, 0.11, -0.10], [-0.77, 0.26, 0.59], [0.06, -0.11, -1.39], [-1.00, 0.72, 1.10], [0.47, 0.07, -0.09], [1.71, -0.20, -0.42], [-1.58, -0.22, 0.58], [0.59, 0.77, -0.21], [0.86, 0.84, 0.46], [-1.11, -0.76, -0.76], [2.15, 1.67, 0.83], [-2.49, 1.12, -1.18], [0.07, -0.37, 0.97], [0.11, 0.08, -0.14], [0.03, 0.25, 0.28], [-0.12, -0.16, -0.21], [-0.70, -0.11, -0.40], [-0.07, -0.11, 0.17], [0.18, -0.21, 0.36], [-0.32, -0.38, 0.37], [-0.32, -0.18, -0.12], [0.04, -0.60, -0.37], [-0.17, 0.16, 0.38], [0.11, -0.88, -0.62], [-0.10, 0.32, 0.64], [0.08, -0.11, -0.04], [0.66, 0.08, 0.32], [-0.07, -1.04, -0.70], [-0.22, -0.42, -0.95], [-0.22, -0.10, 0.46], [-0.73, 0.18, -0.63], [-0.62, -0.42, -1.07], [0.42, 1.14, 1.88], [0.23, -1.39, -0.34], [1.33, -1.04, 1.34], [0.30, 1.58, -1.56], [0.59, -0.48, 1.23], [-0.01, -0.05, 0.31], [0.45, 0.32, 0.59], [-0.27, 0.20, -0.13], [0.53, -0.01, -0.15], [-0.24, 0.14, 0.03], [0.62, -0.01, -0.22], [-0.22, 0.35, -0.34], [-0.01, -0.10, 0.20], [-1.25, 0.11, 0.74], [0.78, -0.14, -0.86], [0.10, -0.60, -0.05], [-0.27, 0.91, 0.12], [-0.70, 0.02, 0.14], [0.23, -0.98, -0.29], [-0.72, 0.71, -0.36], [-1.66, -0.10, -0.46], [1.73, 0.70, -0.31], [-0.71, -2.33, 1.74], [1.41, 0.12, -2.43], [0.01, 1.09, -1.87], [0.62, -0.74, 0.57], [-0.44, -2.09, -1.06], [-1.14, 0.14, 0.72], [1.23, 0.63, -1.31], [0.18, 0.05, -0.04], [0.14, -0.13, -0.02], [-0.03, 0.43, 0.44], [-0.22, 0.40, 0.16], [0.01, 0.58, 0.16], [-0.22, -0.83, 0.76], [0.52, 0.94, 1.03], [-0.22, -0.08, 0.90], [-0.43, 0.59, 0.92], [-0.33, -0.07, -0.22], [0.25, -0.04, 0.33], [0.06, 0.52, 0.16], [-0.55, 0.19, -0.42], [0.32, 0.22, 0.67], [-0.43, -0.17, -0.50], [-0.43, -0.65, -0.43], [0.14, 0.47, 0.46], [-0.10, 0.44, 0.10], [-1.19, -0.33, -0.33], [0.92, -0.23, 0.25], [-2.41, 1.18, -0.42], [0.82, 0.23, -0.93], [0.23, -0.36, 0.60], [-0.56, -0.89, -0.58], [-0.13, 1.31, 0.41], [0.74, 0.00, -0.11], [0.60, -0.17, -0.37], [0.26, 0.19, -0.32], [0.40, -0.03, 0.19], [0.05, -0.71, -0.08], [-0.27, 0.24, 0.26], [0.04, 0.26, 0.15], [-0.34, -0.46, -0.37], [0.10, -0.31, 1.09], [0.32, 0.21, -0.34], [-0.11, -0.55, 0.69], [0.30, 0.07, -0.17], [0.06, -0.32, 0.14], [0.50, 0.39, 0.08], [-0.87, -1.25, 0.03], [0.97, -0.91, -0.59], [-0.09, 0.35, -0.81], [-0.15, 0.31, 0.35], [-0.07, -0.06, 0.13], [0.28, 0.11, 0.11], [0.19, 0.31, -0.40], [-0.23, 0.04, -0.12], [-0.96, 0.09, 0.19], [-0.22, 0.03, -0.13], [0.73, 0.73, 0.78], [0.42, 0.19, 0.57], [1.94, -2.06, -1.70], [-2.10, 0.85, 0.60], [-0.24, 1.40, -1.47], [0.15, -0.16, 0.83], [0.44, 0.02, -0.37], [0.76, -0.26, -0.33], [0.10, -0.10, 0.31], [-0.47, -0.17, 0.26], [0.26, -0.18, 1.12], [-0.13, -0.02, 0.70], [-0.19, 0.15, -0.15], [-0.49, 0.56, -0.01]]
}